The following is a DFT calculation (the ωB97M-V functional and the def2-TZVPD basis) of a 3-piece molecular cluster, C15H30ClO5 overall in a non-equilibrium geometry.

```
! RIJCOSX wB97M-V def2-TZVPD def2/J DEFGRID3
* xyz -1 1
Cl 0.62 -1.71 0.13
O -4.69 -0.99 -1.11
O -2.83 -0.63 -2.31
O 5.96 1.28 -2.23
O -3.13 -0.42 3.61
O -1.47 0.79 2.73
C -5.47 -1.76 -0.18
C -5.34 -1.19 1.22
C -3.38 -1.20 -1.37
C -2.73 0.66 3.19
C 6.05 -0.13 -2.63
C -0.47 2.99 3.01
C -3.60 1.88 3.27
C 0.97 -1.12 -2.66
C 1.20 -0.46 -1.16
C 4.87 1.56 -1.31
C 3.37 1.13 -1.83
C -2.59 -2.07 -0.44
C 6.16 -1.22 -1.42
C 2.81 -0.14 -0.89
C -0.97 1.95 2.03
H 5.36 -2.07 -1.62
H -3.48 2.34 4.25
H 3.38 -1.14 -1.12
H 3.40 0.74 -2.96
H 4.82 2.75 -1.20
H 7.06 -0.23 -3.26
H -1.71 2.35 1.34
H 0.53 0.52 -1.11
H -1.79 -2.56 -1.01
H -4.31 -1.25 1.59
H 1.09 -2.28 -2.55
H -5.98 -1.74 1.92
H -5.62 -0.13 1.24
H -6.51 -1.67 -0.51
H 5.08 1.18 -0.20
H 3.02 0.11 0.25
H -5.22 -2.82 -0.23
H -0.12 -0.83 -3.05
H 1.76 -0.74 -3.46
H 7.22 -1.75 -1.39
H 5.97 -0.81 -0.34
H -4.64 1.57 3.14
H -1.27 3.36 3.65
H -0.03 3.84 2.48
H 5.20 -0.39 -3.42
H -0.13 1.60 1.42
H 0.29 2.56 3.67
H -2.15 -1.45 0.34
H -3.40 2.61 2.49
H -3.17 -2.88 0.01
*
```

The calculation puts the HOMO energy at -1.79 eV. The calculation puts the HOMO-LUMO gap at 4.211 eV.

These are the Löwdin partial charges, in e, on atoms 1 to 5:
1. Cl 0.450
2. O -0.014
3. O 0.072
4. O -0.263
5. O 0.062

The following is a DFT calculation (the ωB97M-V functional and the def2-TZVPD basis) of a 2-piece molecular cluster, C15H30IN2O5P2S overall in a non-equilibrium geometry.

```
! RIJCOSX wB97M-V def2-TZVPD def2/J DEFGRID3
* xyz -1 1
I 4.80 -4.03 0.03
S -2.29 0.26 -1.82
P 2.80 -1.13 -1.38
P 4.50 -1.56 0.02
O 1.44 -1.25 -2.51
O -1.48 1.39 2.87
O 1.88 -0.15 -0.27
O -3.29 0.11 2.43
O 5.88 -0.81 -0.72
N 3.64 0.20 -2.20
N -0.61 -2.40 -1.62
C -0.78 -0.32 -2.79
C -3.54 1.77 4.08
C -2.63 1.10 3.09
C -4.66 0.10 2.85
C -0.40 -3.04 -0.49
C 3.50 1.38 -1.67
C -2.05 2.10 -1.71
C 2.60 2.43 -2.49
C 0.49 -4.37 -0.45
C 4.18 1.94 -0.36
C -1.05 -2.64 0.91
C -4.67 0.77 4.21
C 0.20 -1.18 -1.82
C -1.77 2.56 -0.20
C 0.47 -0.16 -0.62
H -5.02 -0.93 2.90
H -2.88 2.69 -2.21
H 0.36 0.90 -1.05
H -3.03 1.94 5.03
H 2.84 3.50 -2.17
H -1.20 -1.05 -3.55
H -0.03 -5.15 0.20
H 3.46 -2.01 -2.33
H -0.28 -0.12 0.23
H 3.62 2.90 -0.06
H 0.64 -4.75 -1.51
H 2.26 -2.34 -0.80
H -1.43 -3.57 1.45
H -2.01 1.66 0.45
H 1.52 -4.16 -0.01
H -3.88 2.72 3.65
H -0.24 -2.12 1.50
H -5.63 1.22 4.46
H -0.66 2.77 -0.02
H -2.42 3.42 0.14
H 3.99 1.21 0.49
H 1.50 2.20 -2.42
H -4.42 0.04 4.98
H -1.10 2.35 -2.29
H 6.13 -0.12 -0.07
H 5.28 2.15 -0.44
H -0.26 0.56 -3.26
H 2.98 2.35 -3.56
H -5.26 0.65 2.11
H -1.96 -1.97 0.79
*
```

The calculation puts the HOMO energy at -3.46 eV. The calculation puts the HOMO-LUMO gap at 5.585 eV.

These are the Löwdin partial charges, in e, on atoms 1 to 5:
1. I 0.181
2. S 0.791
3. P 0.294
4. P 0.299
5. O -0.266

The following is a DFT calculation (the ωB97M-V functional and the def2-TZVPD basis) of a 4-piece molecular cluster, C15H30IN4O8 overall.

```
! RIJCOSX wB97M-V def2-TZVPD def2/J DEFGRID3
* xyz -1 1
I 2.67 0.47 1.16
O -0.54 0.03 2.06
O -5.53 -1.44 -3.24
O 0.58 -4.50 -1.10
O -0.74 -1.38 2.31
O 1.37 -0.85 -1.14
O 1.28 1.14 4.04
O -0.20 1.49 -5.23
O -0.91 -2.83 -1.51
N 1.22 -3.00 1.27
N -0.17 3.39 -4.03
N -4.18 -0.53 -4.78
N 1.25 3.01 5.27
C -1.08 -1.99 1.06
C 0.21 2.09 -4.25
C -4.41 -1.04 -3.54
C -2.94 0.00 -5.33
C 2.36 1.00 6.17
C 1.13 1.47 -3.23
C 0.20 4.25 -2.93
C -0.16 -3.53 -0.79
C -3.24 -1.09 -2.59
C 1.53 3.84 6.43
C 1.67 -4.18 2.00
C -0.14 -3.16 0.72
C 1.59 1.71 5.07
C 2.23 -2.52 0.37
C 1.93 -1.14 -0.16
H -1.07 -1.24 0.27
H 3.15 -2.43 0.94
H -5.01 -0.52 -5.37
H 0.68 1.45 -2.24
H 2.44 -3.18 -0.49
H -0.69 4.57 -2.38
H 0.72 5.14 -3.30
H -0.56 -4.03 1.23
H -2.08 -2.40 1.18
H -2.14 -0.07 -4.61
H 0.11 0.25 2.74
H -0.79 3.75 -4.74
H 2.08 2.02 -3.18
H 1.78 0.98 7.09
H -3.57 -1.51 -1.65
H -2.86 -0.08 -2.42
H 2.12 4.71 6.14
H 0.74 3.41 4.50
H -2.43 -1.71 -2.98
H 0.60 4.20 6.87
H 1.44 -5.10 1.45
H 1.34 0.45 -3.53
H -2.66 -0.56 -6.22
H -3.07 1.05 -5.61
H 2.54 -0.01 5.85
H 3.31 1.50 6.36
H 1.19 -4.21 2.98
H 2.74 -4.13 2.16
H 2.08 3.28 7.17
H 0.86 3.73 -2.25
*
```

The calculation puts the HOMO energy at -4.50 eV. The calculation puts the HOMO-LUMO gap at 6.460 eV.

These are the Löwdin partial charges, in e, on atoms 1 to 5:
1. I 0.796
2. O -0.105
3. O 0.003
4. O -0.061
5. O -0.159

The following is a DFT calculation (the ωB97M-V functional and the def2-TZVPD basis) of C15H30N as an isolated structure in a non-equilibrium geometry.

```
! RIJCOSX wB97M-V def2-TZVPD def2/J DEFGRID3
* xyz 1 1
N -4.08 -0.11 -0.08
C -4.45 -0.62 1.07
C 1.87 -0.71 0.04
C -0.27 -1.09 -0.87
C 0.38 -0.61 0.51
C 4.22 -0.16 1.19
C 6.30 0.74 -0.28
C -2.56 -0.02 -0.46
C -7.04 1.60 0.53
C -4.32 1.48 0.05
C -1.95 -1.40 -0.41
C -4.80 -0.69 -1.15
C 2.59 -0.06 1.47
C 6.94 1.47 -1.16
C -5.75 1.49 0.27
C 4.71 0.67 0.19
H -2.28 -2.05 -1.33
H 4.35 0.28 -1.07
H 2.46 -0.50 2.25
H 2.12 -0.07 -0.75
H 4.67 -0.06 2.07
H 2.22 -1.71 0.21
H -7.97 1.65 0.58
H -0.12 -2.10 -0.83
H -2.03 -2.04 0.44
H -5.43 -0.62 1.29
H 6.66 -0.50 -0.12
H -2.21 0.54 0.47
H -2.39 0.48 -1.18
H -4.15 -2.06 0.77
H 6.72 1.01 0.87
H -4.42 -0.01 -2.34
H 2.48 0.90 1.30
H -4.54 -1.60 -1.54
H -3.93 -0.38 1.82
H -0.33 -0.58 -1.63
H 4.49 1.69 0.21
H 6.52 1.29 -2.15
H 4.46 -1.44 0.90
H -4.17 1.80 -0.95
H 6.48 2.45 -0.89
H -3.91 1.76 0.93
H 0.21 0.29 0.77
H 0.07 -1.14 1.37
H -5.75 -0.50 -1.21
H 7.95 1.22 -1.17
*
```

Its energy above the lowest of the compared OMol25 structures with the same formula, charge and spin is 411.5 kcal per mole. The calculation puts the HOMO energy at -11.00 eV. The calculation puts the HOMO-LUMO gap at 8.199 eV.

These are the Löwdin partial charges, in e, on atoms 1 to 5:
1. N -0.359
2. C -0.043
3. C -0.099
4. C -0.032
5. C -0.179

The following is a DFT calculation (the ωB97M-V functional and the def2-TZVPD basis) of an isolated ion of composition C15H30N5OS and charge +1.

```
! RIJCOSX wB97M-V def2-TZVPD def2/J DEFGRID3
* xyz 1 1
S -3.23 2.06 1.10
O -0.95 1.98 -0.22
N -1.44 2.44 -2.31
N 2.54 0.81 -1.30
N 2.06 -1.82 -0.90
N -2.62 2.48 -1.56
N 3.43 0.65 0.97
C -2.29 2.21 -0.35
C -4.60 0.19 -0.66
C 0.21 -0.97 0.51
C -0.48 -2.34 0.62
C 2.27 0.48 0.09
C -2.76 -1.26 0.36
C 3.41 -1.51 -1.45
C -0.51 2.15 -1.48
C -4.71 1.10 0.57
C 2.68 2.57 2.45
C 3.08 1.09 2.32
C -1.83 -2.38 -0.11
C -4.11 -1.23 -0.37
C 1.71 -0.95 0.28
C 3.33 -0.14 -2.10
H 4.07 1.32 0.55
H -4.86 -1.80 0.19
H 0.54 2.05 -1.72
H 3.38 3.12 3.07
H 2.26 0.45 2.67
H -1.67 -2.27 -1.19
H 1.69 2.69 2.89
H -4.00 -1.74 -1.34
H 4.12 -1.59 -0.63
H 0.15 -3.15 0.24
H -2.26 -0.30 0.22
H 4.35 0.22 -2.28
H -5.61 0.14 -1.09
H -3.97 0.64 -1.43
H 1.36 -1.70 -1.63
H 3.01 1.70 -1.31
H 1.44 1.14 0.41
H -2.30 -3.35 0.06
H 3.92 0.86 2.98
H 2.86 -0.25 -3.08
H -0.65 -2.57 1.67
H -5.52 1.81 0.45
H 2.01 -2.80 -0.60
H -4.92 0.50 1.46
H 2.25 -1.39 1.13
H -2.92 -1.37 1.44
H -0.25 -0.36 -0.29
H 3.66 -2.26 -2.21
H 2.63 3.04 1.46
H 0.04 -0.40 1.43
*
```

Its energy above the lowest of the compared OMol25 structures with the same formula, charge and spin is 0.0 kcal per mole. The calculation puts the HOMO energy at -11.39 eV. The SMILES is CCN[C@H]1NCC[NH2+][C@@H]1CCCCCCCSc1nnco1. The calculation puts the HOMO-LUMO gap at 8.484 eV.

These are the Löwdin partial charges, in e, on atoms 1 to 5:
1. S 0.992
2. O -0.021
3. N 0.079
4. N 0.003
5. N 0.100

The following is a DFT calculation (the ωB97M-V functional and the def2-TZVPD basis) of C15H30NO in the gas phase in a non-equilibrium geometry.

```
! RIJCOSX wB97M-V def2-TZVPD def2/J DEFGRID3
* xyz 0 2
O 1.46 -3.47 -0.77
N 1.53 -2.15 -1.16
C -0.79 2.55 1.89
C -0.13 -2.73 -3.16
C -1.08 -1.65 -0.97
C -0.68 3.20 0.36
C 2.86 -2.37 0.98
C 1.76 -1.42 0.14
C -2.32 2.05 2.20
C 0.40 -0.22 -2.61
C 0.89 3.58 -0.02
C -2.91 0.92 1.17
C 0.46 -1.31 1.14
C 0.30 -1.72 -1.91
C -0.88 -0.69 0.35
C -2.20 -0.58 1.33
C 2.50 0.04 0.01
H -1.33 4.20 0.29
H -0.57 0.43 0.09
H 2.95 0.44 1.03
H -0.34 3.29 2.68
H 1.51 0.22 -2.59
H -2.94 1.30 0.06
H 1.20 3.20 -1.09
H 0.32 -3.81 -3.08
H 1.13 4.73 0.06
H 1.58 2.98 0.76
H 0.07 -0.20 -3.73
H -0.11 1.58 1.89
H 0.19 -2.31 1.69
H -3.02 -1.40 1.08
H 0.73 -0.52 1.97
H -1.31 -2.88 -3.15
H -3.02 3.01 2.09
H 0.17 -2.32 -4.21
H 3.34 -0.04 -0.81
H -1.09 2.48 -0.46
H -0.26 0.60 -2.05
H -4.05 0.75 1.48
H -2.05 -1.42 -1.60
H -1.84 -0.63 2.44
H 3.73 -2.77 0.30
H -1.22 -2.76 -0.56
H -2.37 1.75 3.33
H 3.38 -1.60 1.74
H 2.35 -3.17 1.66
H 1.68 0.84 -0.31
*
```

The calculation puts the HOMO energy (alpha / beta) at -9.09 / -9.73 eV. The expectation value of S² is 0.75. The calculation puts the HOMO-LUMO gap (alpha / beta) at 9.939 / 9.336 eV.

These are the Löwdin partial charges, in e, on atoms 1 to 5:
1. O -0.052
2. N -0.087
3. C -0.214
4. C -0.062
5. C -0.116